Entry 1:
{"formula": "C6H13N", "method": "ωB97M-V with the def2-TZVPD basis set", "orbital_gap_ev": 9.505, "max_force_ev_per_a": 0.9, "smiles": "CCN1CCCC1", "de_lowest_kcal_mol": 6.4, "lumo_energy_ev": 1.15, "species": ["C", "C", "N", "C", "C", "C", "C", "H", "H", "H", "H", "H", "H", "H", "H", "H", "H", "H", "H", "H"], "xyz": [[0.974478, 1.523858, 1.977665], [1.074999, 0.991644, 0.570657], [-0.207908, 0.483188, 0.087214], [-0.576189, -0.855870, 0.593663], [-0.640162, -1.778029, -0.622726], [-1.085226, -0.797052, -1.705676], [-0.191599, 0.396155, -1.384205], [0.416519, 2.458378, 2.027107], [0.383818, 0.811463, 2.558912], [1.956997, 1.593348, 2.442036], [1.878486, 0.251578, 0.434250], [1.349189, 1.800380, -0.120666], [0.122113, -1.215393, 1.355515], [-1.595687, -0.788083, 0.978415], [-1.330649, -2.596714, -0.465426], [0.344763, -2.142686, -0.905692], [-0.981573, -1.137022, -2.737278], [-2.139403, -0.540472, -1.539542], [-0.553384, 1.356502, -1.733603], [0.800417, 0.184826, -1.810621]], "forces_ev_per_angstrom": [[-0.2, -0.6, 0.3], [-0.3, 0.5, -0.8], [0.8, -0.3, -0.3], [-0.1, 0.0, -0.2], [0.1, 0.4, -0.3], [-0.4, 0.3, 0.0], [-0.6, -0.1, 0.2], [0.2, 0.1, -0.1], [0.1, 0.0, 0.2], [0.0, 0.3, 0.1], [0.0, -0.2, 0.3], [0.0, 0.0, 0.2], [-0.2, 0.1, 0.1], [0.1, -0.1, 0.5], [0.0, -0.3, 0.0], [0.1, -0.3, 0.2], [0.1, -0.1, 0.1], [0.1, 0.0, -0.1], [0.0, 0.1, -0.6], [0.1, 0.2, 0.2]], "mulliken_charge": [-1.11, -0.48, -0.08, -0.60, -0.66, -0.62, -0.71, 0.30, 0.30, 0.35, 0.35, 0.41, 0.33, 0.27, 0.36, 0.30, 0.35, 0.27, 0.33, 0.34]}

***

Entry 2:
{"formula": "C6H13N2", "method": "ωB97M-V with the def2-TZVPD basis set", "orbital_gap_ev": 8.584, "max_force_ev_per_a": 5.0, "smiles": "CNC1(CC=[NH2+])CC1", "total_charge": 1, "de_lowest_kcal_mol": 80.1, "lumo_energy_ev": -4.61, "species": ["C", "C", "C", "C", "C", "C", "N", "N", "H", "H", "H", "H", "H", "H", "H", "H", "H", "H", "H", "H", "H"], "xyz": [[0.692976, 0.887159, 1.396927], [1.727731, 0.867506, 0.315430], [-0.596841, 0.830794, -0.875715], [-1.915626, 0.992453, -0.301718], [0.396769, 0.222596, 0.115236], [0.804464, -2.016247, -0.889142], [-2.292890, 0.042914, 0.473356], [0.359464, -1.213723, 0.276791], [0.808804, 0.365512, 2.254014], [0.189853, 1.693534, 1.681082], [1.806464, 1.941358, -0.136149], [2.694945, 0.376723, 0.598402], [-0.655115, 0.085576, -1.623969], [-0.243195, 1.813958, -1.216226], [-2.609047, 1.877863, -0.757614], [-0.000808, -2.037066, -1.508880], [1.593710, -1.347014, -1.506304], [1.044551, -3.025893, -0.765545], [-3.271862, -0.036287, 0.714030], [-1.510036, -0.732895, 0.803508], [0.975689, -1.588819, 0.952487]], "forces_ev_per_angstrom": [[0.8, -0.9, -2.1], [1.2, 3.2, -0.1], [1.9, 1.3, 1.4], [-1.9, 0.5, -1.4], [1.3, -1.0, 0.6], [1.7, 4.5, -1.4], [0.8, -0.8, 0.6], [-1.0, -1.7, -1.0], [0.7, -2.4, 2.3], [-1.9, 3.9, 0.4], [0.3, -2.3, 0.6], [-1.2, 0.2, -0.9], [-0.3, -0.3, -1.6], [0.1, -0.6, -0.3], [1.3, -2.4, 1.6], [-2.4, -0.2, -2.3], [-1.1, -2.0, 1.4], [0.9, -1.2, 1.0], [0.0, -0.1, 0.5], [-1.7, 1.6, -1.1], [0.4, 0.7, 1.7]], "mulliken_charge": [-0.92, -0.42, -0.79, 0.01, 0.65, -1.08, -0.16, -0.42, 0.33, 0.27, 0.22, 0.29, 0.34, 0.36, 0.35, 0.38, 0.27, 0.40, 0.25, 0.36, 0.30]}

***

Entry 3:
{"formula": "C6H13N2", "method": "ωB97M-V with the def2-TZVPD basis set", "orbital_gap_ev": [8.535, 4.440], "max_force_ev_per_a": 4.0, "total_charge": 2, "s2": 0.757, "de_lowest_kcal_mol": 50.1, "lumo_energy_ev": [-8.93, -13.00], "spin_multiplicity": 2, "species": ["C", "C", "C", "N", "H", "H", "H", "H", "H", "H", "H", "H", "C", "C", "C", "N", "H", "H", "H", "H", "H"], "xyz": [[1.127120, 2.825354, 1.421449], [0.941952, 1.587191, 0.619693], [1.916722, 1.023524, -0.108602], [1.725612, -0.224603, -0.868353], [2.116064, 3.240186, 1.202691], [0.356280, 3.571343, 1.224458], [0.966964, 2.608860, 2.471680], [-0.039843, 1.100061, 0.630517], [2.852888, 1.560522, -0.351746], [0.662555, -0.513880, -0.753778], [1.869083, -0.111808, -1.825151], [2.267115, -1.023239, -0.541286], [-2.071549, -0.819419, 0.126070], [-3.037920, -1.054295, -0.805376], [-0.325479, -2.345902, -0.136090], [-0.707454, -1.112773, -0.121778], [-2.305650, -0.398996, 1.103963], [-2.795048, -1.385501, -1.818806], [-4.074799, -0.868886, -0.616148], [0.715659, -2.541385, -0.427904], [-1.023455, -3.174363, -0.070436]], "forces_ev_per_angstrom": [[0.0, 0.2, -0.5], [0.2, -0.9, -0.6], [0.3, 1.5, 0.1], [-2.8, -0.6, 2.1], [-0.2, 0.1, 0.5], [0.0, 0.0, -0.4], [0.4, -0.2, 0.3], [0.4, 0.2, 0.3], [-0.4, -0.7, 0.4], [2.2, 1.0, -0.2], [0.7, 0.4, -2.3], [0.5, 0.2, 0.1], [2.7, 0.2, 0.9], [-0.5, 0.0, -1.9], [0.4, 1.0, -1.2], [-3.2, -2.2, 0.9], [0.1, 0.1, -0.1], [0.1, 0.0, 0.3], [-0.5, 0.0, 0.4], [-0.5, -0.2, 0.4], [0.1, -0.1, 0.5]], "mulliken_charge": [-1.19, 0.06, -0.09, -0.23, 0.34, 0.35, 0.32, 0.03, 0.34, 0.48, 0.38, 0.44, 0.14, -0.50, -0.25, -0.21, 0.40, 0.31, 0.32, 0.21, 0.34]}

***

Entry 4:
{"formula": "C6H13N2O2", "method": "ωB97M-V with the def2-TZVPD basis set", "orbital_gap_ev": 11.783, "max_force_ev_per_a": 6.1, "smiles": "C[C@@](N)(O)[N+]1=C(O)CCC1", "total_charge": 1, "de_lowest_kcal_mol": 26.0, "lumo_energy_ev": -2.96, "species": ["C", "C", "C", "C", "C", "C", "N", "N", "O", "O", "H", "H", "H", "H", "H", "H", "H", "H", "H", "H", "H", "H", "H"], "xyz": [[-0.980049, 1.155514, -0.177037], [-2.409335, 0.600658, -0.289951], [-2.231266, -0.950407, 0.026813], [-0.815046, -1.121765, -0.457399], [1.843081, -0.187562, 1.225887], [1.427210, 0.150664, -0.228400], [-0.134798, 0.117485, -0.218259], [1.772610, 1.569365, -0.546450], [-0.687215, 2.350575, -0.202708], [1.769304, -0.863010, -1.079167], [-3.100271, 1.017825, 0.493268], [-2.830076, 0.669484, -1.299112], [-2.309818, -1.152115, 1.102984], [-3.109588, -1.548022, -0.451531], [-0.267638, -2.001987, 0.004883], [-0.860863, -1.371789, -1.552090], [2.839324, -0.547034, 1.226045], [1.198777, -0.978600, 1.609697], [1.677632, 0.822284, 1.724485], [2.738400, 1.804109, -0.347145], [1.521760, 1.835858, -1.548387], [0.290324, 2.290909, -0.126484], [1.739805, -1.684166, -0.527527]], "forces_ev_per_angstrom": [[-2.4, -5.5, -1.1], [-0.6, -0.9, 1.8], [-1.6, 0.9, -0.1], [0.1, -3.4, -1.2], [-1.5, 2.3, -0.7], [-1.4, 0.4, 1.4], [0.4, 2.3, 0.1], [-1.1, -1.3, -1.8], [0.3, 2.5, 0.6], [0.6, -0.4, -0.1], [0.7, 0.2, -1.1], [0.2, 0.6, 0.2], [0.1, 0.3, -0.2], [2.1, 0.9, 0.5], [-0.7, 1.1, -0.3], [0.4, 0.4, 0.8], [1.2, 0.1, 0.2], [-0.1, 0.2, 0.2], [0.5, -1.7, 0.2], [0.0, -0.1, -0.1], [0.9, -0.8, 1.5], [1.6, 1.2, 0.0], [0.4, 0.8, -1.0]], "mulliken_charge": [0.35, -0.54, -0.78, -0.44, -1.23, 0.41, 0.29, -0.70, -0.40, -0.55, 0.34, 0.33, 0.32, 0.32, 0.43, 0.26, 0.44, 0.35, 0.34, 0.24, 0.30, 0.50, 0.42]}

***

Entry 5:
{"formula": "C6H13N2O2", "method": "ωB97M-V with the def2-TZVPD basis set", "orbital_gap_ev": [6.347, 6.350], "max_force_ev_per_a": 5.3, "total_charge": 1, "de_lowest_kcal_mol": 79.9, "lumo_energy_ev": [-6.02, -6.02], "species": ["C", "C", "C", "C", "C", "C", "N", "N", "O", "O", "H", "H", "H", "H", "H", "H", "H", "H", "H", "H", "H", "H", "H"], "xyz": [[-0.389501, -2.493731, -0.235332], [1.759049, 0.083691, 0.698525], [1.435004, -0.703933, -0.668421], [0.875960, 1.327668, 0.688160], [0.125662, -1.305557, -0.946311], [-1.549755, 1.463817, 0.318519], [-1.504280, -3.079931, -0.692958], [-0.470062, 0.940625, 0.985728], [0.328441, -3.014152, 0.612487], [-0.725834, -0.854931, -1.841268], [1.568827, -0.523471, 1.486085], [2.770850, 0.368123, 0.766646], [1.531979, -0.138779, -1.587570], [2.222206, -1.626134, -0.678927], [1.301142, 1.967984, 1.461421], [0.711852, 1.863176, -0.236422], [-2.531990, 1.532248, 0.783165], [-1.146504, 2.354101, -0.116154], [-1.751773, 0.876224, -0.621684], [-2.021147, -2.775315, -1.546089], [-1.703103, -3.958730, -0.172910], [-0.502446, 0.255728, 1.793957], [-0.415059, -0.184936, -2.433412]], "forces_ev_per_angstrom": [[0.8, -2.1, 0.5], [-1.3, 1.7, -4.4], [1.7, -2.5, -0.3], [-0.8, -0.5, 1.0], [-1.1, 1.9, 0.7], [-1.2, -0.4, -2.7], [-0.8, -0.2, -0.2], [1.7, -3.6, 3.5], [-0.4, 1.0, -0.1], [0.6, -1.6, 1.3], [-0.9, -1.9, 2.4], [1.4, 0.1, -0.5], [1.1, 0.8, 0.1], [-1.8, 2.0, -0.1], [-0.1, 0.5, 0.0], [1.3, 0.2, -0.5], [0.4, 0.4, 0.6], [-0.8, 1.3, 0.0], [-0.3, 0.0, 0.3], [0.6, -0.5, 1.4], [-0.2, 1.0, -1.0], [-0.7, 1.4, -1.5], [0.6, 1.2, -0.6]], "mulliken_charge": [0.34, -0.85, -0.71, -0.56, 0.60, -0.74, -0.40, -0.17, -0.56, -0.39, 0.54, 0.39, 0.45, 0.34, 0.28, 0.33, 0.37, 0.32, 0.19, 0.24, 0.30, 0.24, 0.43]}

***

Entry 6:
{"formula": "C6H13N2S", "method": "ωB97M-V with the def2-TZVPD basis set", "orbital_gap_ev": 9.861, "max_force_ev_per_a": 4.8, "smiles": "CC(C)[N@@H+]1C=CS[C@H]1N", "total_charge": 1, "de_lowest_kcal_mol": 68.5, "lumo_energy_ev": -2.87, "species": ["C", "C", "C", "C", "C", "C", "N", "N", "S", "H", "H", "H", "H", "H", "H", "H", "H", "H", "H", "H", "H", "H"], "xyz": [[-0.525826, 0.665943, -1.154277], [-1.633014, 1.344408, -0.894474], [-1.414915, -0.853875, 0.522223], [0.773873, 1.052872, 1.309386], [2.251423, 0.135166, -0.581982], [1.114011, -0.173747, 0.459722], [-1.908301, -2.037075, 0.111578], [-0.231588, -0.500384, -0.328489], [-2.622207, 0.621921, 0.344824], [0.235899, 0.891095, -1.756977], [-2.101960, 1.994812, -1.598416], [-1.133789, -0.785314, 1.604987], [0.403820, 1.920634, 0.648725], [0.314548, 0.862839, 2.248246], [1.733196, 1.304492, 1.528356], [2.238505, 1.004633, -1.064910], [2.369322, -0.637153, -1.227391], [3.192334, 0.233771, -0.047848], [1.430158, -1.188800, 0.990964], [-2.511191, -2.643975, 0.695446], [-2.041731, -1.979657, -0.885637], [0.067434, -1.232605, -0.924059]], "forces_ev_per_angstrom": [[-2.3, -0.5, 1.6], [-0.6, -2.0, -0.2], [0.1, 2.2, 2.4], [-0.4, -0.2, -2.1], [-0.5, -1.5, 4.6], [-0.1, -0.9, -0.2], [-0.3, -2.2, -0.4], [1.3, 2.1, 1.1], [0.4, 0.0, 0.0], [2.4, 1.0, -2.7], [0.2, 1.0, 0.0], [-0.1, -0.5, -1.0], [0.1, -1.5, 1.4], [-1.0, 0.0, 0.5], [2.8, 1.5, 1.2], [-0.9, 3.7, -2.0], [0.3, -2.4, -2.1], [0.1, -0.4, 0.5], [-1.0, 2.3, -0.7], [0.6, 0.9, -0.8], [-0.9, -0.9, 0.0], [-0.3, -1.5, -0.8]], "mulliken_charge": [-0.82, -0.15, -0.15, -1.21, -1.84, 0.30, -0.42, 0.08, -0.11, 0.58, 0.44, 0.39, 0.29, 0.37, 0.55, 0.58, 0.54, 0.44, 0.29, 0.27, 0.23, 0.35]}

***

Entry 7:
{"formula": "C6H13N2S2", "method": "ωB97M-V with the def2-TZVPD basis set", "orbital_gap_ev": 8.797, "max_force_ev_per_a": 4.8, "smiles": "CS[C@@H]1C(/[NH+]=C/N)[C@H]1SC", "total_charge": 1, "de_lowest_kcal_mol": 66.7, "lumo_energy_ev": -3.15, "species": ["C", "C", "C", "C", "C", "C", "N", "N", "S", "S", "H", "H", "H", "H", "H", "H", "H", "H", "H", "H", "H", "H", "H"], "xyz": [[1.586490, -1.395825, 0.025675], [-0.346321, -0.654225, 1.183992], [-1.274172, -0.522305, -0.049083], [-0.513144, 0.721228, 0.362987], [-3.522158, 0.134877, -1.236900], [1.694722, 2.300943, 0.309298], [2.843830, -1.657599, -0.209978], [0.853206, -1.373283, 1.117159], [-3.080147, -0.889304, 0.181536], [0.789016, 1.161250, -0.835341], [1.054365, -1.250145, -0.955751], [-0.805443, -0.804533, 2.168455], [-0.900916, -0.746147, -1.050547], [-0.817998, 1.600650, 0.772107], [-3.174015, -0.292258, -2.123170], [-3.360893, 1.201987, -0.985754], [-4.678624, 0.098173, -1.381894], [2.579834, 2.520191, -0.278827], [1.919712, 1.636515, 1.082557], [1.204247, 3.308683, 0.364210], [3.273822, -1.738964, -1.038312], [3.334288, -2.019373, 0.542817], [1.340290, -1.340540, 2.034754]], "forces_ev_per_angstrom": [[-2.0, 0.2, -4.0], [-2.2, 1.4, -2.0], [-0.4, 0.2, 1.3], [1.5, -3.1, -0.9], [-3.8, 1.0, 1.6], [-0.5, 1.0, -3.3], [-1.7, 0.1, 4.5], [2.9, 0.0, 1.1], [1.7, 0.7, -0.5], [-0.7, 0.7, 1.1], [0.2, -0.3, 1.6], [-0.1, 0.5, -0.6], [-0.2, -0.9, 0.3], [-1.5, 1.9, 1.6], [1.1, -0.1, -1.4], [0.5, -0.7, -0.7], [1.8, -0.2, 0.5], [0.5, -0.1, 0.2], [0.3, 0.1, 1.9], [0.1, -1.3, 0.9], [1.1, -0.2, -3.9], [1.7, -0.5, 1.6], [-0.2, -0.4, -0.9]], "mulliken_charge": [0.07, -0.49, -0.64, -0.24, -0.90, -0.90, -0.27, -0.06, -0.02, -0.02, 0.37, 0.50, 0.28, 0.65, 0.33, 0.28, 0.33, 0.37, 0.33, 0.32, 0.20, 0.21, 0.31]}

***

Entry 8:
{"formula": "C6H13N3", "method": "ωB97M-V with the def2-TZVPD basis set", "orbital_gap_ev": [8.072, 8.073], "max_force_ev_per_a": 4.9, "de_lowest_kcal_mol": 94.8, "lumo_energy_ev": [-0.47, -0.47], "species": ["C", "C", "C", "N", "N", "H", "H", "H", "H", "H", "H", "C", "C", "N", "C", "H", "H", "H", "H", "H", "H", "H"], "xyz": [[-0.926772, -1.739835, 1.148147], [0.414405, -1.086230, 0.883189], [0.579630, -0.385729, -0.880931], [1.525642, -1.546906, 1.311679], [-0.222917, -1.004846, -1.700741], [1.413528, -2.411178, 1.843547], [-0.074759, -2.014172, -1.684141], [1.670618, -0.371848, -0.943768], [-1.676671, -1.387560, 0.440690], [-1.262608, -1.501966, 2.158117], [-0.859501, -2.824942, 1.056317], [-1.198642, 1.507980, -0.956629], [0.173312, 1.121293, -0.429007], [1.152380, 2.128139, -0.789922], [0.213675, 0.747028, 1.005270], [2.082746, 1.882369, -0.471761], [1.185713, 2.239896, -1.797431], [-1.191220, 1.508740, -2.045284], [-1.951117, 0.789142, -0.641286], [-1.460343, 2.498259, -0.584798], [1.128195, 1.011918, 1.525543], [-0.715293, 0.840448, 1.553200]], "forces_ev_per_angstrom": [[0.0, -0.1, -0.4], [-0.7, 1.5, 3.2], [-0.7, 3.6, -3.2], [0.0, 0.4, 0.1], [-0.3, -0.4, 1.8], [-0.1, -0.3, -0.5], [0.6, 0.0, -0.7], [0.1, -0.9, 0.7], [0.0, 0.0, 0.0], [0.1, 0.1, 0.0], [0.0, 0.0, 0.0], [0.3, 0.0, 0.2], [0.2, -1.5, -1.5], [0.0, 0.1, 0.1], [0.7, -2.8, -0.3], [0.0, 0.0, 0.0], [0.0, 0.0, 0.0], [0.0, 0.1, 0.0], [0.0, 0.0, 0.0], [0.0, 0.0, 0.0], [-0.2, 0.1, 0.2], [0.1, 0.1, 0.2]], "mulliken_charge": [-1.61, 1.00, -0.17, -0.75, -0.68, 0.28, 0.27, 0.35, 0.38, 0.37, 0.44, -1.71, 1.33, -0.77, -1.22, 0.27, 0.27, 0.40, 0.32, 0.45, 0.44, 0.34]}